1.
{
  "formula": "C7H6Br2O",
  "method": "ωB97M-V with the def2-TZVPD basis set",
  "e_tot_ha": -5493.45942,
  "e_lumo_ev": [-2.151, -2.151],
  "max_force_ev_per_a": 2.384,
  "de_lowest_kcal_mol": 58.37,
  "gap_ha": [0.210, 0.210],
  "elements": ["C", "C", "C", "C", "C", "C", "C", "O", "Br", "Br", "H", "H", "H", "H", "H", "H"],
  "coordinates": [[2.190662, -0.104975, 0.658652], [1.493325, -1.253625, 0.304074], [1.509726, 1.095166, 0.808616], [0.129733, -1.217583, 0.126753], [0.147637, 1.157654, 0.604786], [-0.573613, -0.005495, 0.272818], [-1.974890, 0.034310, 0.065780], [-1.570297, -0.129679, -2.573382], [-3.025678, -1.487953, 0.028859], [-2.939050, 1.619025, 0.054934], [3.255738, -0.155997, 0.815481], [2.024703, -2.183436, 0.166855], [2.042979, 1.988743, 1.088668], [-0.403103, -2.110627, -0.156990], [-0.369856, 2.098786, 0.716166], [-1.938023, 0.655693, -2.982065]],
  "atomic_forces_ev_per_a": [[-0.26, -0.07, -0.06], [0.11, -0.03, 0.06], [0.00, 0.03, 0.01], [-0.17, 0.16, -0.01], [-0.14, -0.18, 0.01], [0.70, -0.02, 0.25], [-0.42, -0.07, -2.35], [-0.02, -0.31, 1.82], [0.12, 0.03, 0.14], [0.02, 0.08, 0.24], [0.15, 0.05, 0.01], [0.01, -0.07, 0.00], [0.08, 0.12, 0.01], [-0.02, -0.04, -0.04], [-0.01, 0.00, 0.00], [-0.16, 0.31, -0.08]],
  "mulliken_charge": [-0.390, -0.671, -0.603, -0.392, -0.527, 1.484, -0.122, -0.702, 0.013, -0.017, 0.396, 0.371, 0.383, 0.294, 0.270, 0.213]
}

2.
{
  "formula": "C7H6BrCl",
  "method": "ωB97M-V with the def2-TZVPD basis set",
  "e_tot_ha": -3304.41734,
  "e_lumo_ev": [-0.606, -0.605],
  "max_force_ev_per_a": 2.532,
  "de_lowest_kcal_mol": 82.47,
  "gap_ha": [0.286, 0.286],
  "elements": ["C", "C", "C", "C", "C", "C", "C", "Cl", "Br", "H", "H", "H", "H", "H", "H"],
  "coordinates": [[0.817249, 0.411236, 1.302559], [1.150792, -0.804086, -0.784300], [-0.429162, -0.058978, 1.383899], [-0.093528, -1.284581, -0.708359], [1.356668, 0.442728, -0.052537], [-0.757782, 0.993174, -0.787057], [-0.976882, -0.288522, 0.000822], [-1.485212, 2.411488, -0.197208], [-2.881721, -0.825283, 0.017762], [1.410550, 0.721129, 2.145303], [1.967836, -1.269386, -1.306824], [-0.997322, -0.268657, 2.270050], [-0.472068, -2.206429, -1.106610], [2.162062, 1.109797, -0.308524], [-0.771477, 0.916363, -1.868982]],
  "atomic_forces_ev_per_a": [[-0.38, 0.04, 0.43], [-0.08, -0.30, -0.29], [0.07, 0.20, 0.20], [0.03, 0.06, -0.23], [-2.21, 0.83, -0.92], [2.24, -0.62, 0.55], [-0.09, -0.22, 0.09], [-0.19, 0.31, 0.06], [0.25, 0.03, 0.00], [0.07, 0.04, 0.20], [0.09, -0.19, -0.18], [-0.05, -0.02, 0.21], [-0.01, -0.19, -0.07], [0.20, 0.04, -0.02], [0.06, 0.01, -0.01]],
  "mulliken_charge": [-0.135, -0.233, -0.690, -0.603, -0.804, -0.197, 0.325, -0.112, -0.123, 0.445, 0.437, 0.437, 0.430, 0.441, 0.383]
}

3.
{
  "formula": "C7H6BrF3S",
  "method": "ωB97M-V with the def2-TZVPD basis set",
  "e_tot_ha": -3542.02974,
  "e_lumo_ev": -0.366,
  "max_force_ev_per_a": 3.624,
  "de_lowest_kcal_mol": 60.04,
  "gap_ha": 0.302,
  "elements": ["C", "C", "C", "C", "C", "C", "C", "F", "F", "F", "S", "Br", "H", "H", "H", "H", "H", "H"],
  "coordinates": [[1.524857, 1.123525, 0.350385], [1.692014, 0.187509, -0.587171], [-0.455087, 0.234013, 1.601385], [0.554289, 1.090858, 1.418704], [-0.927163, -0.698813, 0.581650], [0.851232, -0.995427, -0.802138], [-1.954494, -0.151521, -0.366158], [0.824709, 1.977879, 2.404080], [-1.556519, 1.031588, -0.901825], [-3.123206, 0.110613, 0.284107], [0.218981, -1.236690, -2.438257], [1.659203, -2.631948, -0.158718], [2.235447, 1.937455, 0.408136], [2.561525, 0.243491, -1.234536], [-1.005234, 0.265093, 2.535674], [-1.157361, -1.702472, 0.919227], [-2.196937, -0.830367, -1.200004], [0.253745, 0.045214, -2.814543]],
  "atomic_forces_ev_per_a": [[0.20, -0.13, -0.33], [0.28, 0.18, 0.11], [0.25, 0.46, 0.16], [-0.74, -0.58, 0.46], [2.56, -0.15, -2.20], [-2.98, 0.24, 2.05], [-0.08, -0.50, -0.54], [0.06, 0.01, -0.11], [0.24, 0.21, -0.06], [-0.29, -0.03, 0.37], [0.20, -0.32, -0.19], [0.00, 0.17, -0.10], [0.03, 0.02, -0.04], [0.05, 0.06, -0.03], [0.07, 0.12, 0.09], [-0.02, -0.07, -0.04], [0.21, 0.16, 0.32], [-0.03, 0.17, 0.07]],
  "mulliken_charge": [-0.297, -0.780, -0.350, 0.551, -0.585, 0.230, 0.258, -0.317, -0.267, -0.290, -0.206, -0.077, 0.397, 0.422, 0.396, 0.453, 0.283, 0.179]
}

4.
{
  "formula": "C7H6BrF3S",
  "method": "ωB97M-V with the def2-TZVPD basis set",
  "e_tot_ha": -3542.05854,
  "e_lumo_ev": -0.115,
  "max_force_ev_per_a": 4.832,
  "smiles": "FC(F)[C@@H]1C=C[C@](F)(S)C=C1Br",
  "de_lowest_kcal_mol": 41.97,
  "gap_ha": 0.337,
  "elements": ["F", "C", "F", "C", "C", "C", "C", "F", "S", "C", "C", "Br", "H", "H", "H", "H", "H", "H"],
  "coordinates": [[-1.899755, -0.987824, -0.809260], [-1.123260, -0.269984, -1.668359], [-0.825554, -1.199087, -2.678627], [0.049676, 0.533543, -1.129527], [1.141783, -0.406990, -0.653055], [1.495043, -0.587340, 0.632550], [0.707862, -0.069723, 1.681313], [1.415227, 0.063177, 2.859113], [-0.584685, -1.480185, 2.204948], [-0.028656, 1.110874, 1.275990], [-0.391312, 1.248295, 0.019226], [-1.582802, 2.823024, -0.258003], [-1.865144, 0.324762, -2.153901], [0.404289, 1.157211, -1.973456], [1.868282, -0.707315, -1.354530], [2.370701, -1.116174, 0.778149], [-0.959360, -2.151194, 1.048978], [-0.192334, 1.714929, 2.178451]],
  "atomic_forces_ev_per_a": [[0.97, 0.03, 1.05], [-2.01, -1.15, -2.37], [0.99, 0.72, 0.88], [0.53, -2.96, -0.79], [0.82, 1.03, 1.09], [-0.48, 0.07, -3.61], [-1.32, -2.29, 1.51], [-0.24, 0.51, -0.37], [0.23, 0.08, -0.07], [0.02, 0.16, 1.44], [-1.60, 4.19, 1.80], [0.69, -0.98, -0.22], [-0.14, 1.23, -0.30], [-0.20, -0.15, 0.55], [0.32, -0.67, -1.05], [1.50, -1.13, 0.84], [0.67, 1.03, 0.59], [-0.75, 0.30, -0.96]],
  "mulliken_charge": [-0.254, 0.146, -0.299, 0.837, -0.895, -0.813, 0.636, -0.339, -0.233, -0.502, -0.267, -0.182, 0.257, 0.411, 0.411, 0.516, 0.155, 0.415]
}

5.
{
  "formula": "C7H6BrNO3",
  "method": "ωB97M-V with the def2-TZVPD basis set",
  "e_tot_ha": -3124.58042,
  "e_lumo_ev": [-1.260, -3.715],
  "max_force_ev_per_a": 5.237,
  "de_lowest_kcal_mol": 83.66,
  "gap_ha": [0.320, 0.175],
  "elements": ["C", "C", "C", "C", "C", "C", "C", "N", "O", "O", "O", "Br", "H", "H", "H", "H", "H", "H"],
  "coordinates": [[2.762452, -0.556103, 0.072039], [1.868349, -0.506986, 1.061457], [2.301237, -0.158766, -1.186639], [0.521756, -0.214378, 0.959618], [1.023096, 0.494958, -1.249660], [0.073184, 0.313138, -0.266644], [-2.137175, 0.709098, 0.379636], [-3.526522, 0.760147, 0.051587], [-4.207448, 1.095056, 1.019994], [-3.836379, 0.622070, -1.103747], [-1.227168, 0.624892, -0.505337], [-1.422769, -3.008703, -0.478021], [3.768336, -0.787201, 0.178886], [2.397600, -0.752338, 2.075849], [2.835538, -0.318007, -2.169619], [-0.179348, -0.248543, 1.814097], [0.800095, 1.078349, -2.183138], [-1.814834, 0.853312, 1.529645]],
  "atomic_forces_ev_per_a": [[-0.84, 0.78, -3.64], [0.81, -0.94, 5.09], [-1.19, 1.09, -0.83], [-1.02, 0.59, -0.03], [0.92, -0.52, -2.47], [1.57, -0.64, 1.56], [-0.18, 0.27, 5.10], [2.63, 1.04, 1.05], [-0.82, -0.40, -0.28], [-0.90, -0.37, -0.82], [0.21, 0.34, -2.67], [0.06, 0.12, 0.06], [1.53, -0.77, 0.48], [-1.80, 0.36, -1.53], [-0.27, 0.64, 1.49], [0.81, -0.29, -0.52], [-0.16, -1.00, 0.93], [-1.35, -0.31, -2.97]],
  "mulliken_charge": [-0.659, -0.370, -0.310, -0.369, -0.477, 0.915, -0.081, 0.945, -0.583, -0.571, -0.251, -0.013, 0.462, 0.188, 0.329, 0.224, 0.329, 0.291]
}

6.
{
  "formula": "C7H6Cl2N2O2",
  "method": "ωB97M-V with the def2-TZVPD basis set",
  "e_tot_ha": -1450.48570,
  "e_lumo_ev": [-0.906, -2.113],
  "max_force_ev_per_a": 4.705,
  "s2": 2.0192,
  "spin_multiplicity": 3,
  "gap_ha": [0.264, 0.286],
  "elements": ["C", "C", "C", "C", "C", "C", "C", "N", "N", "O", "O", "Cl", "Cl", "H", "H", "H", "H", "H", "H"],
  "coordinates": [[0.364547, -1.897206, 1.121088], [1.664157, -2.125409, 0.860022], [-0.305765, -0.551843, 0.695766], [2.685190, -1.063860, 0.449661], [1.986663, 0.323019, 0.094455], [-2.950988, 1.140423, -0.916302], [0.538640, 0.504283, 0.203789], [-2.039630, 2.101802, -1.515336], [-2.233856, 0.978712, -2.202977], [-1.563071, -0.451517, 0.796055], [3.880516, -1.220746, 0.461654], [2.412777, -3.572216, 1.423750], [-0.079847, 2.098359, 0.048767], [-0.248466, -2.769361, 1.526655], [2.446912, 1.044811, 0.831105], [2.383761, 0.703551, -0.824787], [-2.521075, 0.647356, -0.117545], [-3.981969, 1.120343, -0.888436], [-2.438496, 2.989498, -2.047384]],
  "atomic_forces_ev_per_a": [[-0.34, 0.34, -1.07], [0.71, 0.41, 1.03], [-2.10, -1.23, 0.57], [-1.48, 0.71, -0.33], [2.03, 0.03, 1.57], [1.95, 0.34, -1.86], [-0.60, -0.23, 0.74], [-2.71, 3.41, -1.78], [-0.62, -1.16, -0.05], [3.18, -0.79, 0.60], [-1.24, 0.24, -0.13], [-0.06, -0.31, -0.21], [1.53, -1.17, 0.96], [0.60, 1.72, -0.54], [-0.26, -0.61, -0.45], [0.19, 0.00, -0.85], [0.57, -0.40, 1.19], [-2.19, 0.73, -0.69], [0.84, -2.03, 1.31]],
  "mulliken_charge": [-0.524, 0.246, 0.663, 0.243, -0.558, 0.072, 0.346, -0.171, -0.465, -0.699, -0.530, -0.162, -0.108, 0.337, 0.313, 0.390, 0.028, 0.308, 0.270]
}